C4H9O2 | ωB97M-V/def2-TZVPD

net charge: -1
LUMO energy: 0.16505 Eh
E: -8388.7485 eV
energy above the lowest of the compared OMol25 structures with the same formula, charge and spin: 168.2 kJ/mol
M: 89.11 g mol⁻¹
frontier orbital gap: 7.334 eV
E_HOMO: -2.84 eV
SMILES: CC[C@@H]([O-])OC

Each line ends with the natural charge from an NBO analysis.
CARTESIAN COORDINATES (ANGSTROEM)
C1 1.20050 -1.50364 1.30759  -0.610
C2 -0.04277 -1.05274 0.55800  -0.441
C3 0.10671 0.40939 0.10711  0.412
O1 1.16828 0.68082 -0.57248  -0.891
O2 -1.22867 0.59975 -0.66138  -0.649
C4 -1.14518 1.62908 -1.58273  -0.239
H1 2.07379 -1.34835 0.67360  0.223
H2 1.15647 -2.54556 1.63729  0.172
H3 1.34524 -0.88663 2.19903  0.183
H4 -0.20827 -1.66200 -0.33237  0.189
H5 -0.92428 -1.15566 1.20567  0.170
H6 -0.09073 1.08767 0.98138  0.034
H7 -1.09250 2.61832 -1.09705  0.125
H8 -0.26686 1.52681 -2.22318  0.182
H9 -2.05173 1.60274 -2.20048  0.142


C4H9O2 | ωB97M-V/def2-TZVPD

net charge: -1
LUMO energy: 0.14231 Eh
E: -8390.3288 eV
energy above the lowest of the compared OMol25 structures with the same formula, charge and spin: 15.7 kJ/mol
M: 89.11 g mol⁻¹
frontier orbital gap: 7.733 eV
E_HOMO: -3.86 eV

Each line ends with the natural charge from an NBO analysis.
CARTESIAN COORDINATES (ANGSTROEM)
C1 -0.98532 -2.28246 1.35919  -0.739
C2 0.45498 -1.96908 0.88088  0.760
O1 0.82967 -2.49375 -0.19070  -0.790
O2 1.10270 -1.24064 1.67141  -0.804
H1 -1.38410 -1.42860 1.91873  0.194
H2 -0.86202 -3.10190 2.07121  0.197
H3 -1.69514 -2.60281 0.59295  0.186
C3 0.13077 1.18583 -0.86923  -0.629
C4 0.48047 2.62291 -1.21873  -0.606
H4 -0.94941 1.02903 -0.76015  0.192
H5 0.53087 0.49619 -1.61091  0.215
H6 0.58422 0.81624 0.05852  0.252
H7 0.39707 2.76376 -2.29673  0.187
H8 -0.13934 3.35033 -0.70092  0.188
H9 1.50458 2.85494 -0.90553  0.197


C4H9O2 | ωB97M-V/def2-TZVPD

net charge: -1
LUMO energy: 0.14680 Eh
E: -8389.3388 eV
energy above the lowest of the compared OMol25 structures with the same formula, charge and spin: 111.2 kJ/mol
M: 89.11 g mol⁻¹
frontier orbital gap: 7.716 eV
E_HOMO: -3.72 eV

Each line ends with the natural charge from an NBO analysis.
CARTESIAN COORDINATES (ANGSTROEM)
C1 -1.43286 -2.05207 -1.64750  -0.743
C2 -0.58579 -2.33983 -0.36183  0.764
O1 0.49047 -1.71885 -0.29239  -0.809
O2 -1.22180 -2.86472 0.52584  -0.774
H1 -0.92361 -1.10055 -2.01102  0.192
H2 -2.38790 -1.70570 -1.38601  0.189
H3 -1.48243 -2.75865 -2.36114  0.183
C3 0.33898 2.14568 0.67761  -0.620
C4 1.57470 1.47766 1.24436  -0.624
H4 0.51018 2.66699 -0.24223  0.190
H5 -0.36967 1.33743 0.41551  0.227
H6 -0.20032 2.81181 1.29602  0.187
H7 2.00950 2.20758 2.00506  0.176
H8 1.19250 0.47455 1.57733  0.258
H9 2.48805 1.41865 0.56038  0.204